DFT (ωB97M-V/def2-TZVPD) results for a cluster of 13 separate species, C54H95F18N3O24 in total in a non-equilibrium geometry.

The geometry in XYZ format:
```
194
Properties=species:S:1:pos:R:3:forces:R:3
C 3.98419 -4.45970 -1.85221 0.74 0.46 -0.71
C 4.46938 -3.44365 -2.82099 1.23 3.74 -2.37
N 4.87193 -2.56515 -3.52714 -1.77 -3.88 2.96
H 3.27701 -4.03364 -1.14054 -0.05 0.03 -0.23
H 4.86972 -4.75193 -1.28781 -0.20 -0.29 0.04
H 3.55964 -5.30082 -2.40026 -0.01 0.02 0.26
C 5.27672 -1.60378 2.75848 -0.51 -0.52 0.59
C 5.36756 -2.58375 1.68291 0.68 -1.89 -3.18
N 5.46250 -3.37483 0.81122 -0.34 2.50 2.90
H 4.28357 -1.74627 3.18443 -0.08 0.12 0.17
H 5.36224 -0.54781 2.50214 0.22 -0.28 -0.44
H 5.99927 -1.87524 3.52812 0.06 0.18 -0.03
C 3.09056 -5.37033 2.17782 0.29 -0.93 -0.23
C 3.06207 -6.21345 0.97476 0.37 -0.90 -1.89
N 3.07321 -6.82967 -0.01618 -0.14 1.11 2.00
H 3.54161 -4.41080 1.92494 -0.69 0.11 0.03
H 3.76336 -5.82572 2.90451 -0.05 -0.16 0.04
H 2.07991 -5.39776 2.58517 0.13 0.69 0.08
C 0.53820 2.57114 -4.86796 -0.76 -1.21 0.39
O -0.28897 3.56460 -4.38402 -0.61 2.18 1.00
C -1.50062 3.79027 -5.11004 0.73 0.35 0.79
C -2.19813 5.05960 -4.55667 1.23 -0.79 0.82
O -2.41073 4.91400 -3.12051 -0.78 -0.67 -1.01
C -3.50992 4.06009 -2.71054 0.42 1.23 1.59
C -3.62448 4.16712 -1.12730 1.33 0.00 -1.47
O -2.96063 3.12018 -0.43242 -1.84 -0.83 0.48
C -1.57566 3.02038 -0.45173 0.65 -0.08 -1.10
H 0.01931 1.66762 -4.54780 0.33 -0.93 -0.58
H 1.49618 2.56025 -4.34810 0.01 0.49 -0.13
H 0.63850 2.60191 -5.95290 0.23 -0.06 -0.17
H -2.19690 2.96673 -4.95167 0.06 -0.46 -0.41
H -1.12794 3.88048 -6.13037 -0.96 0.13 -0.51
H -3.09482 5.32397 -5.11717 -0.34 -0.34 0.13
H -1.51168 5.89840 -4.67201 0.02 0.03 0.27
H -3.45653 2.99337 -2.92817 0.57 -0.09 -0.39
H -4.44568 4.42605 -3.13307 -0.09 0.17 -0.19
H -4.69393 4.16978 -0.91662 0.19 -0.38 0.54
H -3.16383 5.09201 -0.78018 -0.26 0.43 -0.31
H -1.21376 3.12870 -1.47417 0.35 0.66 -0.13
H -1.25724 2.00086 -0.23428 -0.42 -0.21 0.56
H -1.07168 3.69008 0.24513 -0.03 0.28 -0.08
C 3.54592 -1.18070 -14.08749 0.54 0.25 -0.24
O 4.65780 -1.23318 -13.15963 -2.26 0.22 1.01
C 4.20667 -0.79735 -11.80610 0.26 -0.02 -1.41
C 5.34978 -1.01025 -10.88665 0.19 1.45 1.18
O 4.81836 -0.74289 -9.57199 0.14 -0.98 0.30
C 5.67980 -0.94088 -8.43103 -1.26 0.46 0.05
C 4.83390 -0.92245 -7.12459 -0.22 0.65 -0.13
O 4.40819 0.40407 -6.80416 -0.43 0.44 -0.31
C 3.48954 0.55643 -5.67887 1.30 -0.45 -1.55
H 2.68759 -1.80009 -13.82726 0.05 -0.02 0.56
H 3.82276 -1.50930 -15.08924 0.71 -0.30 0.23
H 3.21439 -0.15931 -14.27443 -0.13 0.26 0.49
H 3.35848 -1.30043 -11.34178 -0.35 -0.52 -0.79
H 3.98037 0.26889 -11.80311 -0.20 0.08 -0.36
H 6.00937 -0.16406 -11.07899 0.98 -0.57 -0.21
H 5.76719 -2.00093 -11.06674 0.30 -0.01 0.46
H 6.40317 -0.12748 -8.37433 0.17 0.11 0.00
H 6.21824 -1.88547 -8.50809 -0.05 -0.18 0.02
H 5.44075 -1.30266 -6.30284 0.20 -0.22 0.09
H 3.92939 -1.52692 -7.19216 0.09 -0.45 -0.34
H 3.19061 1.60451 -5.69517 0.51 0.03 0.41
H 4.07740 0.21124 -4.82836 -0.63 0.29 0.59
H 2.55442 0.01366 -5.81687 0.12 -0.53 -0.01
C -5.90436 -2.39057 1.79938 -1.45 -0.01 -0.25
O -5.79192 -0.99402 1.86865 2.23 0.43 0.39
C -4.37662 -0.63690 1.70203 -0.96 2.39 0.33
C -4.17016 0.90564 1.72995 -1.03 0.16 0.21
O -4.20261 1.44751 3.04068 0.26 -1.22 1.50
C -3.56013 2.67297 3.24788 0.29 0.76 -1.00
C -4.07829 3.35941 4.52928 0.43 -0.74 -0.60
O -3.39879 4.54991 4.86586 0.04 0.15 -0.94
C -4.12172 5.19131 5.88678 0.72 0.61 0.01
H -6.94941 -2.66773 1.93777 -0.36 0.40 -0.31
H -5.47792 -2.95840 2.62631 1.08 0.14 -0.19
H -5.63971 -2.66375 0.77789 0.46 -0.77 0.20
H -3.98047 -0.90491 0.72257 -0.24 -0.71 -0.05
H -3.71786 -0.98269 2.49863 -0.27 -0.69 0.08
H -4.97208 1.47114 1.25537 -0.17 -0.45 -0.87
H -3.25616 1.13439 1.18187 0.33 0.04 0.23
H -3.75734 3.26342 2.35313 -0.29 0.75 0.04
H -2.47508 2.58141 3.19908 0.39 -0.27 0.56
H -3.94221 2.69700 5.38414 -0.43 -0.52 0.00
H -5.13025 3.57033 4.33690 -0.26 -0.10 0.30
H -3.70793 6.18577 6.05385 0.22 -0.01 -0.18
H -3.96384 4.64225 6.81507 -0.65 -0.16 0.24
H -5.15597 5.34243 5.57763 -0.26 -0.30 0.37
C -7.02621 1.52982 9.21775 0.28 -1.00 1.10
O -5.81276 0.84353 8.97057 0.02 0.07 0.04
C -4.80394 1.67433 8.48315 -0.41 -0.05 -0.80
C -3.46438 0.98564 8.34884 -0.70 -0.36 -0.58
O -3.60877 -0.30934 7.69385 0.77 0.99 0.96
C -2.33781 -0.92634 7.52090 0.12 0.30 -1.32
C -1.51357 -0.28374 6.35984 -0.45 0.51 0.54
O -0.84222 0.91252 6.77652 0.26 -0.15 0.78
C -0.17750 1.67603 5.78765 -0.20 -1.02 -0.89
H -7.45554 0.84024 9.94456 -0.80 0.35 -0.09
H -7.69419 1.68199 8.36996 0.24 -0.16 -0.35
H -6.86992 2.48288 9.72307 0.17 0.22 -0.01
H -4.71516 2.55741 9.11593 0.34 0.19 0.28
H -5.12768 2.04953 7.51232 0.07 0.09 -0.45
H -2.99477 0.92636 9.33070 0.19 -0.50 0.04
H -2.87550 1.64910 7.71548 0.32 -0.05 0.11
H -2.51647 -1.95226 7.19893 -0.33 -0.04 -0.11
H -1.77734 -1.04902 8.44769 0.16 0.53 0.16
H -2.20132 -0.02603 5.55443 -0.40 0.02 -0.10
H -0.86211 -1.04660 5.93353 0.65 0.05 0.19
H 0.55718 2.38126 6.17622 -0.33 -0.15 0.56
H -0.87872 2.20578 5.14286 -0.27 0.25 0.06
H 0.35924 0.99668 5.12546 0.28 -0.04 -0.12
C 2.97469 7.72188 0.65014 -0.19 -0.31 -0.54
C 3.12304 6.61977 1.69718 -0.13 1.46 0.29
O 2.58059 5.42047 1.15765 0.27 -1.72 0.45
C 2.70987 4.30383 1.89609 0.65 0.00 2.34
O 3.16176 4.19178 3.04947 -1.20 0.44 -3.56
C 2.15024 3.04826 1.10110 0.15 2.90 -1.27
F 1.31559 2.36539 1.83868 -0.59 -0.31 -0.01
F 1.57001 3.54168 -0.05657 -0.10 -1.08 1.37
F 3.12732 2.26926 0.68926 0.49 -0.69 0.29
H 3.42221 7.39714 -0.28920 0.21 0.05 0.01
H 3.40744 8.68293 0.92799 0.27 -0.27 0.32
H 1.93701 7.94615 0.40310 -0.17 -0.27 0.24
H 2.54124 6.88461 2.58006 0.16 -0.12 0.19
H 4.16624 6.47688 1.97900 -0.05 -0.15 0.01
C -0.97699 -5.69342 3.74787 0.10 1.12 -0.13
C -1.01741 -4.89246 5.03591 0.51 0.05 -0.33
O -0.94286 -5.88480 6.06584 -0.51 -0.36 0.79
C -0.74947 -5.53411 7.32102 0.91 3.45 0.65
O -0.33170 -4.42658 7.71335 -1.38 -3.48 -0.95
C -1.15038 -6.69108 8.27591 0.63 -0.13 1.25
F -1.81209 -6.20050 9.35701 0.07 -0.39 -1.22
F -1.84745 -7.65347 7.67294 -0.33 0.56 0.21
F -0.04880 -7.28791 8.76982 0.10 0.25 -0.23
H -1.32751 -5.01571 2.96944 0.02 -0.16 -0.25
H -1.62040 -6.57289 3.77374 0.19 0.04 0.10
H 0.06790 -5.92241 3.53843 -0.20 -0.46 -0.13
H -1.90610 -4.26824 5.12910 -0.27 -0.35 0.29
H -0.17514 -4.20746 5.13308 0.11 -0.10 -0.08
C 1.32467 0.13770 -1.86418 -0.70 -0.67 1.02
C 1.79589 -0.80883 -0.73980 1.02 -0.18 -2.32
O 0.90416 -0.70230 0.32935 -0.91 0.59 2.21
C 1.09411 -1.41329 1.43357 1.83 -2.12 -1.55
O 2.01433 -2.19198 1.63205 -0.76 1.34 -0.14
C -0.04416 -1.39938 2.42211 -1.62 -0.38 -0.44
F -0.44422 -2.67963 2.72074 0.40 1.17 -0.43
F 0.32193 -0.83341 3.52944 0.85 0.47 1.63
F -1.08590 -0.69868 1.97388 -0.31 -0.36 -0.25
H 0.34031 -0.19320 -2.19529 0.11 -0.29 -0.49
H 2.06109 0.16948 -2.66715 -0.21 0.12 0.05
H 1.09248 1.11898 -1.45032 0.62 0.24 -0.04
H 2.84981 -0.59643 -0.56026 -0.09 0.24 0.95
H 1.79189 -1.85548 -1.04412 -0.07 -0.03 -0.28
C 6.49324 2.88168 0.40222 -0.21 0.08 -0.08
C 5.57431 2.61100 -0.79399 2.20 -2.55 0.54
O 5.19393 3.74904 -1.46982 -1.12 1.77 -1.26
C 4.34499 3.54384 -2.48121 -1.97 -2.28 1.57
O 3.58183 2.58063 -2.60390 2.30 2.05 -0.05
C 4.21761 4.74082 -3.38162 -0.04 0.76 -0.82
F 4.96786 5.80787 -2.98869 -1.02 -0.88 -0.33
F 4.59891 4.40800 -4.62950 -0.15 0.27 0.45
F 2.90561 5.04213 -3.39982 0.78 0.56 -0.14
H 7.44607 3.28982 0.06515 -0.21 0.48 -0.04
H 6.80529 1.94950 0.87315 -0.41 -0.26 -0.09
H 6.05296 3.49965 1.18475 -0.02 0.13 -0.11
H 4.77012 1.89671 -0.61748 -0.01 0.51 0.13
H 6.23502 2.14555 -1.52538 0.03 -0.75 0.06
C -4.96395 -5.47583 -0.21225 0.83 -0.54 1.02
C -3.80826 -5.68115 0.78857 -2.62 0.57 1.03
O -2.59602 -5.54442 0.18910 4.71 2.25 -1.60
C -1.92755 -4.31037 0.15527 -4.73 1.88 3.10
O -2.35491 -3.25709 0.71906 1.78 -4.35 -2.47
C -0.59898 -4.31270 -0.55203 0.83 -1.09 -1.78
F 0.35132 -4.52814 0.38485 -0.36 -0.01 -0.91
F -0.52809 -5.27198 -1.56230 0.05 1.41 1.97
F -0.38125 -3.12729 -1.14264 -0.02 -0.61 0.52
H -4.98014 -4.43673 -0.54106 -0.34 -0.10 0.09
H -5.80944 -5.78655 0.40150 -0.58 0.44 -0.51
H -4.87219 -6.13983 -1.07178 0.03 0.00 0.07
H -3.88339 -6.64433 1.29329 0.35 -0.37 -0.55
H -3.91933 -4.99240 1.62606 0.02 0.48 -0.11
C -2.83850 -0.11579 -1.93662 0.67 -0.51 0.79
C -3.35637 -1.29056 -2.77087 0.05 1.06 -1.05
O -2.25727 -1.85159 -3.53795 1.00 0.02 -1.00
C -1.76114 -1.29918 -4.68175 -2.47 0.44 0.34
O -2.25493 -0.35479 -5.27091 1.39 -1.56 0.90
C -0.53026 -2.14527 -5.18675 -0.74 0.42 -0.05
F 0.52549 -1.33170 -5.11814 0.22 -0.22 -0.31
F -0.29430 -3.21361 -4.42034 -0.06 0.29 -0.48
F -0.72644 -2.54565 -6.46997 0.28 0.36 1.17
H -3.54158 0.23441 -1.18089 -0.11 -0.12 -0.10
H -2.43441 0.77030 -2.42616 -0.71 -0.09 -0.94
H -1.92297 -0.42551 -1.43264 -0.14 -0.49 0.54
H -4.17179 -0.97425 -3.42136 0.23 0.19 -0.42
H -3.77459 -2.16988 -2.28100 0.44 0.30 0.72
```
Positions in Å, forces in eV/Å.

Summary:
**ΔE to the lowest compared entry with this formula, charge and spin**: 0.000 eV
**Orbital gap**: 9.00 eV
**Lowest unoccupied orbital energy**: -0.0053 Ha
**Strongest force on any atom**: 0.1159 hartree/bohr

Results of the Löwdin charge analysis, in e, for atoms 1 through 5:
1. C -0.11
2. C -0.25
3. N 0.11
4. H 0.05
5. H 0.05